A structure of composition C23H41AlBr2F3O8S4. Source: the Open Molecules 2025 dataset; level of theory: ωB97M-V/def2-TZVPD.

The HOMO energy comes out at -4.506 eV. The total charge is -1. The LUMO energy comes out at 1.98 eV.

Last column: Mulliken charge in e.
Element x y z (Å)
C (2.56, 1.37, 2.00)  -1.079
C (1.55, 2.34, 1.47)  0.439
Br (0.21, 2.78, 2.79)  -0.302
C (1.45, 2.90, 0.28)  0.160
Br (2.82, 2.43, -1.00)  -0.263
Al (-0.01, 4.21, -0.40)  0.289
C (-1.62, 3.13, -0.99)  -0.405
C (-2.41, 2.37, 0.11)  0.977
C (-3.42, 3.12, 0.90)  -0.018
F (-4.72, 3.00, 0.42)  -0.245
C (-3.32, 3.83, 2.04)  -0.025
F (-3.97, 3.50, 3.17)  -0.255
F (-2.65, 4.95, 2.23)  -0.173
H (2.06, 0.40, 2.12)  0.056
H (3.37, 1.23, 1.30)  0.439
H (2.90, 1.67, 2.99)  0.248
H (-0.34, 5.34, 0.70)  -0.372
H (0.59, 4.93, -1.73)  -0.420
H (-1.21, 2.37, -1.66)  0.026
H (-2.33, 3.76, -1.55)  0.391
H (-1.74, 1.82, 0.76)  -0.210
H (-3.03, 1.62, -0.41)  -0.246
C (-0.48, -3.02, -1.82)  -0.621
C (0.84, -3.09, -1.04)  -0.679
C (1.38, -1.66, -0.91)  -0.385
S (-0.05, -0.58, -0.96)  1.346
O (0.01, 0.22, -2.15)  -0.732
O (-0.24, 0.01, 0.34)  -0.506
C (-1.27, -1.87, -1.20)  -0.578
H (-1.03, -3.96, -1.78)  0.381
H (-0.27, -2.80, -2.87)  0.289
H (0.65, -3.50, -0.04)  0.259
H (1.57, -3.74, -1.53)  0.343
H (1.91, -1.50, 0.02)  0.436
H (2.01, -1.39, -1.75)  -0.038
H (-2.07, -1.49, -1.83)  0.137
H (-1.67, -2.14, -0.22)  0.336
C (1.68, -0.94, 7.44)  -0.593
C (1.32, 0.41, 6.81)  -0.807
C (1.81, 0.39, 5.36)  0.293
S (1.79, -1.33, 4.85)  1.130
O (3.15, -1.77, 4.61)  -0.680
O (0.77, -1.55, 3.87)  -0.602
C (1.26, -2.00, 6.43)  -0.753
H (1.18, -1.09, 8.40)  0.363
H (2.75, -1.00, 7.61)  0.279
H (0.23, 0.54, 6.83)  0.308
H (1.76, 1.24, 7.37)  0.351
H (1.17, 0.98, 4.71)  -0.383
H (2.84, 0.75, 5.28)  0.353
H (1.73, -2.97, 6.58)  0.412
H (0.18, -2.11, 6.38)  0.330
C (7.27, -2.08, -3.77)  -0.554
C (6.23, -2.37, -4.86)  -0.648
C (4.90, -2.63, -4.16)  -0.691
S (4.95, -1.70, -2.62)  1.244
O (4.93, -2.63, -1.52)  -0.707
O (4.02, -0.60, -2.68)  -0.625
C (6.62, -1.09, -2.82)  -0.771
H (8.20, -1.68, -4.19)  0.345
H (7.52, -3.00, -3.23)  0.280
H (6.14, -1.50, -5.52)  0.302
H (6.52, -3.22, -5.48)  0.322
H (4.04, -2.29, -4.74)  0.374
H (4.77, -3.68, -3.90)  0.388
H (7.09, -1.02, -1.85)  0.399
H (6.55, -0.09, -3.27)  0.353
C (-7.62, 1.47, -2.33)  -0.731
C (-7.95, -0.02, -2.29)  -0.608
C (-6.76, -0.77, -2.89)  -0.707
S (-5.31, 0.26, -2.57)  1.228
O (-4.79, 0.70, -3.84)  -0.736
O (-4.46, -0.41, -1.62)  -0.617
C (-6.20, 1.60, -1.79)  -0.628
H (-8.32, 2.06, -1.74)  0.339
H (-7.66, 1.83, -3.36)  0.318
H (-8.11, -0.34, -1.26)  0.291
H (-8.87, -0.25, -2.84)  0.332
H (-6.60, -1.74, -2.43)  0.330
H (-6.85, -0.88, -3.97)  0.374
H (-5.72, 2.54, -2.04)  0.430
H (-6.16, 1.44, -0.72)  0.369